1.
{
  "formula": "C30H47N7O2OsP",
  "method": "wB97M-V/def2-TZVPD",
  "species": ["Os", "O", "C", "N", "C", "C", "C", "C", "C", "C", "N", "C", "C", "C", "C", "C", "N", "H", "H", "H", "H", "H", "H", "H", "H", "H", "H", "C", "C", "C", "O", "H", "H", "H", "H", "H", "H", "H", "N", "P", "N", "C", "C", "C", "C", "C", "N", "C", "C", "C", "C", "C", "N", "C", "C", "C", "C", "C", "H", "H", "H", "H", "H", "H", "H", "H", "H", "H", "H", "H", "H", "H", "H", "H", "H", "H", "H", "H", "H", "H", "H", "H", "H", "H", "H", "H", "H", "H"],
  "positions_angstrom": [[0.11168, -0.03294, 0.60129], [-1.80871, 2.48560, -1.80410], [-1.46896, 1.56325, -1.10874], [-0.16392, 1.29624, -0.72438], [0.91244, 2.22115, -1.04778], [2.09636, 1.91343, -0.16603], [3.23384, 2.70394, -0.16970], [4.31509, 2.34234, 0.61387], [4.24016, 1.18285, 1.37359], [3.07634, 0.44546, 1.34259], [2.01697, 0.80730, 0.60424], [-2.44302, 0.56447, -0.52024], [-3.78720, 0.61776, -0.80867], [-4.62074, -0.34683, -0.25345], [-4.07285, -1.32820, 0.55425], [-2.70821, -1.31317, 0.80365], [-1.91788, -0.38003, 0.28390], [0.58224, 3.25303, -0.90427], [1.21045, 2.12712, -2.09701], [3.26365, 3.59211, -0.78631], [5.20894, 2.95118, 0.62616], [5.06558, 0.86024, 1.99182], [2.95364, -0.45991, 1.92123], [-4.15337, 1.40360, -1.45418], [-5.68370, -0.33049, -0.45167], [-4.68900, -2.09718, 0.99768], [-2.21993, -2.04923, 1.42910], [-0.37135, -0.71755, 4.28538], [0.41226, 0.34036, 3.52786], [0.58842, 1.62284, 4.32047], [-0.29196, 0.64791, 2.32571], [0.09837, -0.93203, 5.24656], [-0.41741, -1.64467, 3.70889], [-1.38813, -0.36494, 4.46270], [1.40028, -0.06650, 3.27505], [-0.38562, 2.07581, 4.51070], [1.19817, 2.33586, 3.76397], [1.07022, 1.42313, 5.27801], [0.49774, -1.86131, 0.43782], [1.49657, -2.87356, -0.24731], [2.01622, -4.05490, 0.79560], [2.77464, -3.65268, 1.98879], [1.86039, -3.32399, 3.16485], [0.94307, -4.50454, 3.47758], [0.17430, -4.92222, 2.22440], [1.14246, -5.20040, 1.07931], [2.90671, -2.26579, -0.88845], [2.71779, -1.33056, -2.00524], [3.89950, -0.38241, -2.18986], [5.25816, -1.11060, -2.12684], [5.06635, -2.61916, -2.02498], [4.21650, -2.93974, -0.80556], [0.71199, -3.59678, -1.50105], [-0.74734, -3.55794, -1.67598], [-1.27593, -4.91381, -2.12222], [-0.65335, -5.35484, -3.46004], [0.69269, -4.66209, -3.69959], [1.45100, -4.50070, -2.39151], [3.42117, -2.80951, 1.74213], [3.42999, -4.49016, 2.25302], [1.24892, -2.45960, 2.89674], [2.46280, -3.05372, 4.03573], [0.25520, -4.24942, 4.28564], [1.54362, -5.35023, 3.82964], [-0.50575, -4.11845, 1.92271], [-0.42716, -5.81320, 2.41657], [0.61418, -5.48055, 0.17000], [1.79465, -6.03804, 1.35021], [1.80743, -0.75414, -1.82032], [2.53852, -1.87865, -2.93919], [3.86429, 0.40289, -1.43394], [3.77272, 0.10857, -3.15688], [5.81002, -0.78092, -1.24244], [5.87429, -0.85618, -2.98893], [6.02629, -3.12723, -1.92697], [4.59577, -3.01117, -2.93121], [4.75722, -2.59500, 0.08362], [4.07414, -4.01589, -0.70027], [-1.01505, -2.79538, -2.41755], [-1.19514, -3.25365, -0.73233], [-2.36265, -4.86148, -2.20135], [-1.05986, -5.64898, -1.34266], [-1.32980, -5.13766, -4.28754], [-0.50948, -6.43666, -3.45344], [0.54106, -3.67083, -4.13526], [1.29740, -5.22841, -4.40829], [2.44535, -4.08733, -2.57067], [1.59545, -5.48434, -1.92435]],
  "forces_ev_per_a": [[0.0, 0.5, 0.4], [0.0, 0.0, 0.0], [0.1, -0.1, 0.0], [0.1, 0.0, -0.1], [0.0, 0.0, 0.0], [0.0, -0.1, 0.0], [0.0, 0.0, 0.0], [0.0, 0.0, 0.0], [0.0, 0.0, 0.0], [0.0, 0.0, 0.0], [0.2, -0.1, 0.0], [0.0, 0.0, -0.1], [0.0, 0.0, 0.0], [0.0, 0.0, 0.0], [0.0, 0.0, 0.0], [0.0, 0.0, 0.1], [0.0, 0.1, 0.1], [0.0, 0.0, 0.0], [0.0, 0.0, 0.0], [0.0, 0.0, 0.0], [0.0, 0.0, 0.0], [0.0, 0.0, 0.0], [0.0, 0.0, 0.0], [0.0, 0.0, 0.0], [0.0, 0.0, 0.0], [0.0, 0.0, 0.0], [0.0, 0.0, 0.0], [0.0, 0.0, -0.1], [0.3, 0.2, 0.0], [0.0, 0.0, -0.1], [-0.4, -0.6, 0.0], [0.0, 0.0, 0.0], [-0.1, 0.1, 0.0], [0.0, 0.0, 0.0], [0.0, 0.0, 0.1], [0.0, 0.0, 0.0], [0.0, 0.0, 0.0], [0.0, 0.0, 0.0], [-0.3, 0.0, -0.4], [0.1, -0.1, 0.2], [-0.1, 0.1, 0.0], [0.0, 0.0, 0.0], [0.0, 0.0, 0.0], [0.0, 0.0, 0.0], [0.0, 0.0, 0.0], [0.0, 0.0, 0.0], [0.0, 0.2, 0.1], [0.0, 0.0, 0.0], [0.0, 0.0, 0.0], [0.0, 0.0, 0.0], [0.0, 0.0, 0.0], [0.0, -0.1, -0.1], [-0.1, 0.0, 0.1], [0.0, 0.0, 0.0], [0.0, 0.0, 0.0], [0.0, 0.0, 0.0], [0.0, 0.0, 0.0], [0.0, 0.0, 0.0], [0.0, 0.0, 0.0], [0.0, 0.0, 0.0], [0.1, 0.0, 0.0], [0.0, 0.0, 0.0], [0.0, 0.0, 0.0], [0.0, 0.0, 0.0], [0.0, 0.0, 0.0], [0.0, 0.0, 0.0], [0.0, 0.0, 0.0], [0.0, 0.0, 0.0], [0.0, 0.0, 0.0], [0.0, 0.0, 0.0], [0.0, 0.0, 0.0], [0.0, 0.0, 0.0], [0.0, 0.0, 0.0], [0.0, 0.0, 0.0], [0.0, 0.0, 0.0], [0.0, 0.0, 0.0], [0.0, 0.0, 0.0], [0.0, 0.0, 0.0], [0.0, 0.0, 0.0], [0.0, 0.0, 0.0], [0.0, 0.0, 0.0], [0.0, 0.0, 0.0], [0.0, 0.0, 0.0], [0.0, 0.0, 0.0], [0.0, 0.0, 0.0], [0.0, 0.0, 0.0], [0.0, 0.0, 0.0], [0.0, 0.0, 0.0]],
  "mulliken_charge": [0.1174, -0.6610, 0.1280, 0.0949, -0.9752, 0.5906, -0.7780, -0.6333, -1.1401, 0.3156, 0.3012, 0.4401, -0.5212, -0.4579, -0.8539, 0.0220, 0.3430, 0.5994, 0.3340, 0.5561, 0.4469, 0.5217, 0.0120, 0.5733, 0.4449, 0.4970, 0.3182, -1.1974, 1.6617, -1.5869, -0.4188, 0.3794, 0.0458, 0.4197, -0.4160, 0.3541, 0.3567, 0.3942, 0.5060, -1.7174, 0.2663, -0.9741, 0.5202, -1.3060, 0.0148, -0.8815, 1.2439, -0.8536, 0.2340, -0.9272, -0.8889, -0.6234, 0.8023, -0.2573, -0.7877, -0.6647, -1.1622, -0.2174, 0.1783, 0.3389, -0.7297, 0.5706, 0.4928, 0.4798, -0.1921, 0.4655, 0.3222, 0.4291, 0.2244, 0.3854, -0.5756, 0.5970, 0.3646, 0.4057, 0.4648, 0.3011, 0.3754, 0.3550, 0.3919, -0.0453, 0.4645, 0.2254, 0.3385, 0.3194, 0.2636, 0.4967, 0.0326, 0.3055],
  "e_lumo_ev": -3.040,
  "e_tot_ev": -58152.62325,
  "multiplicity": 1,
  "gap_ha": 0.255,
  "charge": 1,
  "homo_ev": -9.97
}

2.
{
  "formula": "C30H48BrN3P2Pd",
  "method": "wB97M-V/def2-TZVPD",
  "species": ["N", "C", "C", "C", "C", "C", "C", "Pd", "P", "C", "C", "C", "C", "C", "C", "C", "Br", "H", "H", "H", "H", "H", "H", "H", "H", "H", "H", "P", "C", "C", "H", "H", "H", "H", "H", "C", "C", "H", "H", "H", "H", "H", "C", "C", "H", "H", "H", "H", "H", "C", "C", "H", "H", "H", "H", "H", "C", "C", "H", "H", "H", "H", "H", "C", "C", "H", "H", "H", "H", "H", "C", "C", "C", "C", "N", "N", "C", "H", "H", "H", "H", "H", "H", "H", "H"],
  "positions_angstrom": [[-5.56805, -0.76600, 3.57516], [-4.66930, 0.09663, 4.07829], [-3.90068, 0.94149, 3.25963], [-4.10615, 0.98554, 1.86413], [-5.04816, 0.04891, 1.36165], [-5.76099, -0.78055, 2.25323], [-3.30931, 1.85430, 0.99717], [0.55796, -0.24136, -0.07158], [2.13656, 0.71235, -1.35734], [-3.29369, 1.78263, -0.37169], [-2.36881, 2.50855, -1.25314], [-2.33116, 2.22560, -2.65483], [-1.35881, 2.81048, -3.47798], [-0.40983, 3.64867, -2.89894], [-0.42936, 3.99843, -1.54886], [-1.44533, 3.46052, -0.73384], [1.05810, 4.28609, -4.02184], [-2.56602, 2.48148, 1.51488], [-3.90633, 1.02726, -0.87673], [-3.15314, 1.57970, 3.72323], [-5.19529, -0.10498, 0.29691], [-4.55484, 0.10509, 5.16624], [-6.52269, -1.48168, 1.87565], [-3.03666, 1.52803, -3.09387], [-1.46580, 3.73046, 0.33329], [-1.26582, 2.56756, -4.53733], [0.37345, 4.64201, -1.15758], [-0.66036, -2.20186, -0.22930], [2.56684, 2.32990, -0.60047], [3.29013, 3.29920, -1.52971], [3.15473, 2.18637, 0.32118], [1.60532, 2.74974, -0.25874], [3.51212, 4.26380, -1.04459], [4.23157, 2.88763, -1.91361], [2.64401, 3.53188, -2.38486], [1.45999, 0.79982, -3.04733], [2.48811, 0.93139, -4.17282], [0.79742, 1.66856, -3.09092], [0.79694, -0.07710, -3.16915], [1.99314, 1.19639, -5.11636], [3.21929, 1.71609, -3.94792], [3.01775, -0.01050, -4.33244], [3.42397, -0.57099, -1.33734], [4.81315, 0.02805, -1.52701], [3.19571, -1.33211, -2.10039], [3.32449, -1.08967, -0.36674], [5.59308, -0.73856, -1.42286], [4.91571, 0.47592, -2.52131], [4.99698, 0.80106, -0.77446], [0.22970, -3.45314, 0.76497], [1.71224, -3.55066, 0.41492], [-0.28827, -4.41905, 0.64473], [0.10003, -3.15246, 1.81792], [2.08134, -4.55886, 0.63410], [1.89758, -3.34821, -0.64450], [2.30727, -2.84427, 1.00409], [-0.35466, -2.59025, -1.99203], [-1.37510, -1.93536, -2.93622], [-0.34038, -3.68870, -2.09723], [0.65506, -2.19752, -2.20594], [-1.10344, -2.13884, -3.98277], [-2.39227, -2.31797, -2.77450], [-1.41551, -0.84266, -2.80761], [-2.47556, -2.48457, 0.00535], [-2.89372, -3.20791, 1.28912], [-2.82245, -3.04788, -0.88265], [-2.93918, -1.48101, -0.05554], [-3.83987, -3.74544, 1.12284], [-2.14450, -3.94404, 1.60092], [-3.06069, -2.51612, 2.12778], [4.10990, 0.01742, 4.03524], [2.71540, -0.13780, 3.56304], [1.51747, -0.56597, 4.12703], [0.53244, -0.51964, 3.11272], [1.14387, -0.14208, 1.96247], [2.42751, 0.13508, 2.28002], [-0.90041, -0.85464, 3.23194], [4.25084, 0.95368, 4.59396], [4.42451, -0.81847, 4.67430], [4.81109, 0.04368, 3.18699], [1.38378, -0.90333, 5.14249], [3.06327, 0.56115, 1.61109], [-1.05928, -1.87614, 3.63423], [-1.42370, -0.13949, 3.87674], [-1.37430, -0.78078, 2.24331]],
  "forces_ev_per_a": [[0.1, 0.4, 0.2], [0.0, -0.2, -1.0], [-0.4, 0.1, -0.1], [-0.7, -1.4, 0.5], [0.1, -0.2, 0.7], [0.6, 0.5, -0.3], [0.8, -0.3, -1.5], [-1.5, 0.9, 1.2], [-0.2, -0.6, -0.8], [0.1, -0.3, 1.4], [0.7, 0.6, -0.6], [0.5, 0.5, 0.8], [0.0, -0.1, 0.4], [0.4, 0.3, -0.3], [-0.3, -0.3, 0.1], [0.4, -0.4, -0.4], [-1.2, 0.0, 0.2], [-0.6, -0.1, -0.3], [0.0, 0.5, 0.2], [-0.2, 0.1, -0.1], [-0.2, 0.3, 0.1], [0.0, 0.0, -0.4], [0.5, 0.3, 0.2], [0.0, 0.1, 0.1], [0.0, -0.1, -0.7], [-0.3, 0.1, 0.3], [-0.7, -0.2, -0.1], [-0.1, -1.3, -0.5], [0.1, 0.1, 0.4], [0.1, 0.3, -0.6], [-0.1, -0.3, -0.3], [0.2, -0.2, -0.2], [-0.1, -0.5, 0.1], [-0.2, 0.1, 0.2], [0.4, -0.1, 0.3], [-0.2, 0.5, -0.1], [0.3, -0.2, -0.1], [0.0, -0.2, 0.3], [0.4, 0.2, 0.0], [0.1, -0.1, 0.3], [-0.2, -0.1, -0.1], [0.1, 0.1, 0.0], [0.3, 0.0, 0.3], [0.5, -0.2, -0.1], [-0.1, 0.4, 0.1], [0.2, 0.2, -0.3], [-0.2, 0.2, 0.0], [0.0, 0.0, 0.2], [0.1, -0.1, -0.1], [-0.3, 0.1, 0.3], [0.3, -0.1, 0.0], [0.2, 0.3, -0.1], [0.0, -0.2, -0.3], [0.0, 0.3, -0.1], [0.0, -0.2, 0.1], [-0.1, -0.1, -0.1], [0.1, 0.0, -0.1], [-0.1, 0.0, -0.2], [0.0, 0.3, -0.1], [-0.3, -0.4, -0.1], [-0.1, 0.0, 0.4], [0.3, 0.1, -0.1], [0.1, -0.2, 0.0], [-0.2, 0.6, -0.1], [-0.1, 0.0, 0.4], [0.4, 0.2, 0.4], [0.0, -0.5, 0.0], [0.3, 0.2, 0.0], [-0.3, 0.1, 0.0], [0.1, -0.2, -0.3], [0.7, 0.2, 0.3], [-0.6, -0.2, -0.1], [0.1, 0.1, -0.1], [1.9, 0.0, 0.1], [-0.7, 0.5, 0.6], [0.2, -0.3, -0.2], [-0.5, -0.3, -0.4], [-0.1, -0.3, 0.0], [-0.2, 0.3, -0.1], [-0.3, 0.0, 0.2], [-0.1, 0.1, 0.0], [-0.4, -0.4, 0.2], [0.1, 0.6, -0.2], [0.2, -0.2, 0.0], [0.0, -0.1, 0.2]],
  "mulliken_charge": [-0.5668, -0.4310, -0.4551, 0.5235, -0.3101, -0.4889, -0.4557, 0.3872, 0.0734, -0.1463, 0.3680, -0.4082, -0.4874, -0.3335, -0.2685, -0.6381, -0.0835, 0.1575, 0.3293, 0.5566, 0.4517, 0.3911, 0.3890, 0.5255, 0.4123, 0.4347, 0.5848, 1.2463, -0.1890, -0.7711, 0.4934, 0.2174, 0.4303, 0.2808, -0.2046, 1.4704, -1.4814, -1.0554, 0.1129, 0.4094, 0.3232, 0.4106, -0.0173, -1.4274, 0.4570, 0.1440, 0.4412, 0.3174, 0.3432, -0.8005, -1.1722, 0.7097, 0.2056, 0.4031, 0.2227, 0.1246, -0.3861, -1.2164, 0.5106, 0.0820, 0.4092, 0.3264, 0.2255, -0.3198, -1.0089, 0.5292, -0.0392, 0.4160, 0.2932, 0.0712, -1.2151, 0.9386, -1.4851, -0.1730, 0.3825, 0.0323, -0.2126, 0.2921, 0.3554, 0.3018, 0.4741, -0.1915, 0.3821, 0.5394, -0.4696],
  "e_lumo_ev": [-5.154, -8.673],
  "e_tot_ev": -128444.07155,
  "multiplicity": 3,
  "gap_ha": [0.289, 0.159],
  "charge": 2,
  "homo_ev": [-13.01, -13.01]
}